DFT (ωB97M-V/def2-TZVPD) results for a molecular structure, C9H8AuNOS.

Structure (XYZ):
```
21
Properties=species:S:1:pos:R:3
Au 0.260 0.113 -3.343
C -1.703 -1.552 -0.681
C -0.913 -0.289 -0.544
O -0.684 0.405 -1.537
C -0.439 0.166 0.775
C -0.881 -0.437 1.953
C -0.437 0.029 3.179
C 0.456 1.090 3.232
C 0.915 1.683 2.061
C 0.466 1.226 0.836
H -1.813 -1.801 -1.733
H -2.693 -1.401 -0.244
H -1.227 -2.376 -0.149
H -1.575 -1.266 1.915
H -0.786 -0.436 4.091
H 0.799 1.456 4.191
H 1.623 2.499 2.105
H 0.816 1.674 -0.084
S 3.983 -0.379 -5.810
C 2.481 -0.240 -5.274
N 1.350 -0.164 -4.938
```

Output
2S+1: 1
Molar mass in g mol⁻¹: 375.20
Frontier orbital gap in eV: 6.60
Largest force on an atom in hartree/bohr: 0.0094
Total charge: 0
HOMO in eV: -7.8

The computed natural (NBO) charges, all in e, follow: 0.619 -0.725 0.631 -0.638 -0.136 -0.166 -0.222 -0.159 -0.216 -0.147 0.252 0.252 0.246 0.217 0.224 0.223 0.227 0.238 -0.173 0.192 -0.738